A molecular structure, C53H62BrO6Re at a distorted geometry. Source: the OMol25 dataset; level of theory: wB97M-V/def2-TZVPD.

Element x y z (Å)
Re 0.525 0.401 0.681
C 1.919 2.878 2.724
O 0.905 2.403 1.815
C -0.421 2.376 2.281
C -0.893 1.443 3.210
C -0.058 0.407 3.969
C 0.227 -0.913 3.274
C -0.397 -2.095 3.594
C 0.033 -3.316 3.052
C 1.071 -3.322 2.109
C 1.703 -2.157 1.728
C 2.864 -2.094 0.745
C 2.440 -1.765 -0.682
C 2.167 -2.816 -1.538
C 1.770 -2.615 -2.854
C 1.491 -1.303 -3.232
C 1.693 -0.199 -2.402
C 1.087 1.117 -2.929
C 1.089 2.464 -2.209
C 1.721 3.556 -2.808
C 1.622 4.849 -2.305
C 0.843 5.020 -1.164
C 0.186 3.968 -0.539
C -0.690 4.315 0.675
C -1.256 3.262 1.619
C -2.610 3.239 1.923
C -3.141 2.349 2.859
C -2.261 1.469 3.476
C -4.629 2.296 3.216
C -5.424 3.408 2.531
C -5.196 0.937 2.767
C -4.799 2.444 4.737
C 0.323 2.697 -1.077
O -0.347 1.648 -0.425
C 2.310 6.056 -2.956
C 1.252 7.106 -3.332
C 3.307 6.674 -1.961
C 3.071 5.662 -4.221
C 2.290 -0.453 -1.161
O 2.789 0.582 -0.361
C 3.677 1.554 -0.981
C 1.657 -3.773 -3.847
C 0.229 -3.873 -4.399
C 2.641 -3.526 -5.005
C 2.014 -5.104 -3.186
C 1.278 -0.964 2.334
O 1.943 0.186 2.037
C -0.628 -4.603 3.536
C -0.480 -4.706 5.066
C -2.121 -4.561 3.174
C 0.016 -5.847 2.918
H 1.586 3.823 3.137
H 2.824 3.020 2.142
H 2.114 2.168 3.518
H -0.595 0.178 4.884
H 0.897 0.829 4.263
H -1.206 -2.083 4.320
H 1.405 -4.261 1.677
H 3.353 -3.066 0.740
H 3.578 -1.353 1.097
H 2.289 -3.828 -1.157
H 1.058 -1.112 -4.214
H 0.040 0.858 -3.065
H 1.490 1.280 -3.926
H 2.307 3.368 -3.704
H 0.729 6.018 -0.734
H -1.534 4.897 0.307
H -0.105 5.008 1.285
H -3.261 3.937 1.404
H -2.645 0.751 4.198
H -5.405 3.316 1.441
H -5.054 4.401 2.808
H -6.469 3.344 2.847
H -5.068 0.800 1.687
H -6.266 0.883 2.995
H -4.697 0.104 3.277
H -4.397 3.403 5.082
H -4.295 1.644 5.290
H -5.863 2.408 4.997
H 0.704 7.468 -2.455
H 0.526 6.687 -4.037
H 1.732 7.970 -3.807
H 2.801 7.054 -1.066
H 3.840 7.512 -2.427
H 4.048 5.932 -1.645
H 2.409 5.218 -4.970
H 3.883 4.958 -4.007
H 3.519 6.557 -4.663
H 3.904 1.258 -2.002
H 4.590 1.574 -0.394
H 3.216 2.532 -0.981
H -0.073 -2.965 -4.930
H -0.488 -4.049 -3.590
H 0.165 -4.711 -5.103
H 2.423 -2.590 -5.529
H 2.571 -4.344 -5.733
H 3.674 -3.480 -4.640
H 1.317 -5.352 -2.375
H 3.033 -5.097 -2.784
H 1.955 -5.904 -3.928
H -0.957 -3.872 5.587
H 0.576 -4.731 5.357
H -0.952 -5.630 5.415
H -2.639 -3.743 3.687
H -2.595 -5.500 3.476
H -2.271 -4.434 2.099
H 1.080 -5.922 3.170
H -0.082 -5.865 1.828
H -0.480 -6.738 3.310
Br -2.985 -1.537 -4.054
C -2.430 -2.827 -2.788
C -2.811 -4.122 -3.117
C -2.455 -5.190 -2.319
C -1.717 -4.972 -1.169
C -1.349 -3.683 -0.825
C -1.688 -2.578 -1.612
C -1.230 -1.200 -1.169
O -1.480 -0.225 -1.811
O -0.533 -1.168 0.017
H -3.387 -4.282 -4.022
H -2.757 -6.193 -2.598
H -1.440 -5.808 -0.538
H -0.783 -3.498 0.071

Values from the calculation:
Multiplicity: 4
Electronic energy, eV: -140419.524
LUMO energy (spin up / spin down), eV: -3.89 / -3.36
HOMO-LUMO gap (spin up / spin down), eV: 6.7 / 7.5
M, g/mol: 1061.18
Net charge: +1